Record 1
{"formula": "C6H7AlLiO6", "method": "wB97M-V/def2-TZVPD", "de_lowest_kj_mol": 98.4, "e_homo_ev": [-21.31, -21.66], "total_charge": 3, "gap_ev": [5.422, 7.354], "species": ["Al", "O", "O", "C", "C", "O", "C", "H", "H", "H", "H", "Li", "O", "O", "C", "C", "O", "C", "H", "H", "H"], "coordinates": [[-2.64773, -0.34250, -1.02059], [-0.99841, -0.07025, -1.09427], [-0.52074, 1.34171, 0.80293], [-1.64532, 2.04762, 1.34969], [-2.56220, 0.91338, 1.77908], [-2.25852, -0.09650, 0.78276], [-0.94598, 0.17492, 0.28673], [-1.29112, 2.66170, 2.18196], [-2.09886, 2.67930, 0.57401], [-3.62703, 1.15243, 1.71832], [-2.30785, 0.51109, 2.76628], [5.01584, -0.62380, -2.90119], [3.16322, -1.34192, -3.24035], [1.70973, -1.41994, -1.55496], [1.39542, -1.06141, -0.29472], [-0.02809, -0.93960, 0.03315], [3.86528, -0.72768, -1.22812], [3.00160, -1.09418, -2.03803], [2.00803, -1.63981, 0.41503], [-0.48008, -1.94100, 0.03030], [1.25281, -0.18356, 0.65199]], "atomic_forces_ev_per_a": [[-4.7, -1.0, -1.3], [2.9, 0.2, -1.0], [0.2, -1.5, -1.0], [-0.8, 0.7, 0.2], [-0.6, 1.2, 1.6], [0.6, -0.9, -1.2], [2.5, 2.1, 3.2], [-0.1, -0.1, -0.2], [0.2, 0.0, 0.2], [0.2, -0.1, 0.0], [-0.1, -0.1, -0.3], [1.3, 0.4, -0.4], [0.7, -0.1, -0.7], [1.6, 2.0, -2.8], [0.2, 2.1, 5.8], [-2.8, -4.2, -2.0], [0.1, -0.2, -1.4], [-3.3, -0.6, 3.3], [-1.1, -1.0, 0.0], [-0.7, 0.2, 0.7], [3.7, 1.1, -2.8]], "mulliken_charge": [0.676, -0.140, -0.344, -0.440, -0.149, -0.271, 1.436, 0.368, 0.310, 0.352, 0.287, 0.917, -0.344, -0.255, -0.679, -0.447, -0.493, 0.927, 0.455, 0.504, 0.329]}

Record 2
{"formula": "C6H7B", "method": "wB97M-V/def2-TZVPD", "de_lowest_kj_mol": 8.2, "e_homo_ev": -8.82, "gap_ev": 7.564, "species": ["B", "C", "C", "C", "C", "C", "C", "H", "H", "H", "H", "H", "H", "H"], "coordinates": [[2.66129, -0.10968, -0.03274], [-2.07182, 0.53774, -0.12359], [-1.84481, -0.92121, -0.37230], [-0.89088, 0.99739, 0.30441], [-0.51780, -1.19822, -0.24970], [0.14888, 0.00060, 0.21846], [1.37918, 0.54737, 0.44068], [2.46907, -0.97265, -0.78162], [3.66722, 0.38216, 0.44489], [-3.14009, 0.85968, -0.09003], [-2.64308, -1.53790, -0.46215], [-0.60111, 1.99940, 0.37952], [0.02982, -2.08056, -0.55457], [1.35414, 1.49587, 0.87875]], "atomic_forces_ev_per_a": [[0.4, 0.9, 1.3], [-1.0, -1.8, 1.0], [2.8, 2.1, 0.9], [-1.8, 0.9, -0.4], [0.0, -0.8, -0.7], [0.4, 1.8, -0.4], [-0.5, -2.6, -0.9], [0.6, -0.8, -0.5], [-0.1, -0.6, -0.7], [1.4, 0.5, -0.3], [-2.0, -2.2, -0.9], [0.0, 1.4, 0.8], [-0.3, -0.2, 0.4], [0.1, 1.4, 0.6]], "mulliken_charge": [0.077, -0.608, -0.158, -0.710, -1.016, 1.153, -0.448, -0.090, -0.064, 0.331, 0.545, 0.319, 0.354, 0.314]}

Record 3
{"formula": "C6H7BS", "method": "wB97M-V/def2-TZVPD", "multiplicity": 3, "de_lowest_kj_mol": 146.2, "e_homo_ev": [-5.46, -9.48], "gap_ev": [5.622, 5.664], "species": ["B", "C", "C", "C", "C", "C", "C", "S", "H", "H", "H", "H", "H", "H", "H"], "coordinates": [[-3.09147, 0.33768, -0.65782], [2.26811, -0.09110, 0.08022], [1.61626, -1.21788, -0.30785], [1.60496, 1.06856, 0.49144], [0.20611, -1.30392, -0.07628], [0.23022, 0.95672, 0.70625], [-0.41326, -0.21812, 0.47389], [-2.52145, -0.14874, 0.87941], [-4.15037, 0.54870, -0.46228], [-2.56837, 0.53692, -1.66248], [3.31101, -0.10356, -0.01742], [2.11571, -2.12356, -0.61127], [1.97446, 2.01658, 0.76081], [-0.28925, -2.12527, -0.53239], [-0.29268, 1.86699, 0.93576]], "atomic_forces_ev_per_a": [[0.7, 0.3, -1.7], [0.4, 1.3, -0.1], [-2.4, -0.8, 1.2], [-1.7, -1.6, 0.4], [1.4, 0.5, -0.8], [1.2, 0.7, -0.4], [-0.1, 0.9, -0.2], [0.8, -2.8, 2.4], [-2.8, 1.9, 0.1], [0.6, -0.7, -0.9], [1.5, 0.2, -0.1], [0.3, 0.1, -0.4], [1.3, 0.7, 0.0], [-0.7, -0.8, 0.2], [-0.4, 0.2, 0.4]], "lowdin_spin": [0.421, -0.005, 0.022, 0.015, 0.054, 0.039, 0.372, 0.958, 0.065, 0.038, 0.000, 0.003, 0.003, 0.007, 0.008]}

Record 4
{"formula": "C6H7BeLiO4", "method": "wB97M-V/def2-TZVPD", "multiplicity": 2, "e_homo_ev": [-10.39, -12.61], "total_charge": 1, "gap_ev": [3.269, 5.500], "species": ["C", "C", "C", "C", "O", "Li", "H", "H", "H", "H", "C", "O", "C", "O", "H", "H", "H", "O", "Be"], "coordinates": [[-0.83379, -1.00207, 0.32448], [-0.40113, -0.02976, -0.28219], [-0.00729, 1.02725, -1.20235], [-0.00222, 2.41421, -0.49961], [0.19839, 3.43055, -1.37733], [0.31985, 4.10455, -2.93088], [-0.70072, 1.05236, -2.06062], [1.00647, 0.80569, -1.58061], [0.78312, 2.37449, 0.29664], [-0.96916, 2.50027, 0.04937], [1.96156, -1.17676, 0.47612], [0.08046, -2.66990, 1.68442], [-0.90489, -2.04337, 1.31459], [-2.02531, -2.14334, 2.01435], [2.66761, -1.67858, 1.15248], [1.54425, -1.72255, -0.38548], [-2.72634, -1.58578, 1.64837], [1.86523, 0.05961, 0.47186], [2.44348, 1.14262, 1.18365]], "atomic_forces_ev_per_a": [[0.8, 2.1, -1.3], [-2.0, -2.0, 0.1], [0.4, 0.2, 0.1], [-1.4, 0.5, -2.1], [0.2, -0.8, 0.5], [-0.1, 0.0, 0.4], [0.2, 0.1, 0.4], [-0.5, 0.1, -0.1], [1.1, 0.0, 1.0], [0.6, 0.1, 0.1], [1.2, -6.3, -1.0], [-1.4, 0.6, -1.0], [1.8, -0.6, 1.8], [-0.8, -0.2, -0.1], [-0.5, 0.1, -0.3], [0.2, 0.3, 0.7], [0.0, 0.0, 0.0], [1.7, 5.8, 1.7], [-1.7, 0.1, -1.1]], "lowdin_spin": [0.005, 0.008, 0.002, 0.000, -0.005, 0.000, 0.000, 0.001, 0.005, -0.001, 0.548, 0.032, 0.004, 0.000, 0.022, 0.019, 0.000, 0.169, 0.190]}

Record 5
{"formula": "C6H7BrClN2", "method": "wB97M-V/def2-TZVPD", "de_lowest_kj_mol": 191.0, "e_homo_ev": [-12.84, -12.84], "total_charge": 1, "gap_ev": [7.406, 7.408], "species": ["C", "C", "C", "C", "C", "C", "N", "N", "Cl", "Br", "H", "H", "H", "H", "H", "H", "H"], "coordinates": [[-0.37471, -1.11596, -0.37265], [0.90763, -1.47727, -0.62438], [-0.88201, 0.16826, 0.13585], [0.05171, 1.07419, 0.03766], [2.85513, -0.12117, 0.53123], [-2.33798, 0.43819, 0.32782], [2.13076, -0.95904, -0.25009], [0.94286, 1.90981, 0.03011], [-3.05868, -0.84408, 1.29305], [4.72455, -0.01524, 0.35134], [-1.08691, -1.76864, -0.91850], [0.94502, -2.48725, -1.06785], [-2.95306, 0.55247, -0.47069], [-2.47434, 1.29574, 0.93106], [2.81599, -1.18597, -0.96210], [1.29283, 2.46102, -0.68882], [2.42581, 0.28273, 1.20548]], "atomic_forces_ev_per_a": [[-0.4, 1.0, -0.9], [-2.0, -1.6, 0.7], [0.2, -2.0, -1.2], [1.6, 3.4, -0.1], [3.0, -6.9, -9.2], [1.4, -0.5, 2.9], [4.3, 2.1, 0.0], [-1.7, -2.8, 2.1], [-0.3, -0.8, 0.4], [-1.4, 0.0, 0.0], [0.2, 0.3, 0.9], [0.8, 0.9, -0.1], [-1.2, 0.1, -2.9], [0.1, 1.1, 0.5], [-0.1, -1.1, -0.3], [0.4, 1.1, -1.8], [-5.0, 5.5, 9.0]], "mulliken_charge": [-0.245, -0.310, 0.353, 0.363, -0.325, -0.656, -0.137, -0.504, -0.159, 0.008, 0.317, 0.311, 0.365, 0.380, 0.157, 0.282, 0.801]}

Record 6
{"formula": "C6H7BrN2", "method": "wB97M-V/def2-TZVPD", "de_lowest_kj_mol": 254.5, "e_homo_ev": [-8.00, -8.00], "gap_ev": [8.078, 8.078], "species": ["C", "C", "C", "C", "C", "C", "N", "N", "Br", "H", "H", "H", "H", "H", "H", "H"], "coordinates": [[-2.26207, -0.00585, -0.65889], [-1.71511, -1.13281, -1.16919], [-0.65600, -0.42166, 0.68783], [1.81264, 1.69671, -0.33525], [1.96843, 0.45397, -0.02852], [0.51258, -0.31903, 1.56247], [-1.61704, 0.46656, 0.44080], [-0.64101, -1.42697, -0.34778], [0.67686, 1.05731, 2.81293], [-3.19646, 0.59053, -1.06820], [-1.90877, -1.80990, -2.00210], [2.53496, 2.18057, -0.95595], [0.98586, 2.28354, -0.08512], [2.66356, -0.15306, -0.52770], [0.99557, -1.20130, 1.80851], [-0.15398, -2.25862, -0.13386]], "atomic_forces_ev_per_a": [[-3.0, 2.0, -1.5], [0.9, -1.4, 0.0], [-0.5, -0.2, -2.2], [0.3, 0.2, -0.4], [-2.3, -1.0, 2.4], [1.3, 2.6, -3.6], [1.3, -1.2, 0.8], [-0.7, 2.8, 2.6], [-0.4, -0.1, 0.3], [2.2, -1.5, 0.8], [-0.3, 0.6, 0.3], [0.4, 0.2, -0.7], [-1.2, 0.9, 1.0], [0.9, -1.3, 0.1], [0.8, -1.5, 0.7], [0.3, -1.1, -0.6]], "mulliken_charge": [-0.266, -0.248, 0.501, -0.554, -0.268, -0.789, -0.514, -0.066, -0.044, 0.288, 0.377, 0.275, 0.283, 0.318, 0.462, 0.245]}